## P
C3H9N2O2S | ωB97M-V with the def2-TZVPD basis set

As for the net charge: -1. As for the orbital gap: 6.631 eV.

XYZ file:
```
17
Properties=species:S:1:pos:R:3:nbo_charge:R:1
C 0.74377 -0.33720 -1.32010 -0.237
C 1.49825 0.17990 -0.08036 -0.560
S 1.58764 2.00878 -0.17562 -0.734
N 0.24452 -1.68188 -0.85331 -0.645
C -0.69335 -1.94244 0.19789 0.778
N -1.39454 -0.82109 0.71783 -0.890
O -1.13472 -3.12619 0.30948 -0.703
H -0.16595 0.25559 -1.50573 0.211
H 1.54154 -0.52508 -2.15080 0.212
H 1.26247 -0.21717 0.89715 0.184
H 2.50505 -0.24741 0.02778 0.183
H 0.68822 -2.43340 -1.23262 0.380
H -0.99536 0.11607 0.78936 0.421
H -2.33747 -1.09084 1.07206 0.407
H -1.06942 2.52216 0.93032 0.480
H -0.89840 4.06591 1.10630 0.480
O -1.38226 3.27429 1.27037 -0.968
```

## Q
C3H9N2O2S | ωB97M-V with the def2-TZVPD basis set

As for the net charge: -1. As for the orbital gap (alpha / beta): 7.574 / 7.175 eV.

XYZ file:
```
17
Properties=species:S:1:pos:R:3:nbo_charge:R:1
C 1.24337 -0.96928 -1.20410 -0.606
C 0.31987 1.41441 1.61674 -0.452
C 1.24160 -0.31847 0.21980 -0.262
N -1.52641 0.40841 -0.05147 -0.990
N 0.54154 0.90691 0.25577 -0.328
O -2.79225 -0.68464 -2.28599 -0.999
O -2.39982 -1.96197 -0.20007 -0.996
S -2.64133 -0.65626 -0.77943 1.793
H 1.60408 -1.96000 -1.15831 0.193
H 0.22313 -0.85589 -1.51314 0.238
H 1.85054 -0.41280 -2.01653 0.186
H 1.17032 1.87595 2.19497 0.166
H -0.37595 2.29892 1.59091 0.199
H 0.13263 0.55701 2.23610 0.175
H 0.82519 -0.87682 1.04407 0.170
H 2.31526 -0.16536 0.40810 0.167
H -1.73177 1.39989 -0.35741 0.348
```

Verdict on stability: P comes out on top.

## P
C4H9FS | ωB97M-V with the def2-TZVPD basis set

As for the net charge: 0. As for the orbital gap: 10.052 eV. Its SMILES is CC[C@@H](S)CF.

XYZ file:
```
15
Properties=species:S:1:pos:R:3:nbo_charge:R:1
C -1.80269 -0.13792 0.10055 -0.619
C -0.48803 -0.85546 -0.23296 -0.421
C 0.66464 -0.07495 0.29735 -0.259
S 2.14217 -1.29754 -0.13393 -0.111
C 0.83815 1.20878 -0.37859 0.028
F 1.96244 1.89029 0.10310 -0.363
H -1.95377 0.08093 1.20799 0.213
H -2.68281 -0.49449 -0.52329 0.224
H -1.67459 0.88124 -0.21468 0.190
H -0.36928 -0.88791 -1.29131 0.203
H -0.56627 -1.79596 0.18218 0.220
H 0.69077 0.08762 1.36953 0.223
H 2.33258 -1.49918 1.19127 0.134
H 0.90665 1.05336 -1.44853 0.164
H 0.00003 1.84119 -0.22868 0.173
```

## Q
C4H9FS | ωB97M-V with the def2-TZVPD basis set

As for the net charge: 0. As for the orbital gap: 9.863 eV. Its SMILES is CC[C@@H](F)CS.

XYZ file:
```
15
Properties=species:S:1:pos:R:3:nbo_charge:R:1
C -1.20539 0.69377 2.40432 -0.608
C -0.82304 0.42932 0.93714 -0.455
C 0.24714 -0.58885 0.68495 0.211
F -0.29409 -1.90750 0.58667 -0.387
C 1.13259 -0.13929 -0.67249 -0.596
S 0.44149 0.77987 -1.96374 0.003
H -0.65832 -0.08141 2.91192 0.208
H -2.23137 0.57021 2.61287 0.219
H -0.71241 1.74165 2.60411 0.209
H -0.53186 1.49633 0.50039 0.212
H -1.67723 0.02620 0.33097 0.242
H 1.09701 -0.80594 1.26418 0.175
H 1.63323 -1.03148 -1.06837 0.236
H 1.87054 0.54621 -0.27248 0.211
H 0.68549 -0.14184 -2.86726 0.121
```

Verdict on stability: P comes out on top.

## P
C4H9F | ωB97M-V with the def2-TZVPD basis set

As for the net charge: 0. As for the orbital gap: 11.888 eV. Its SMILES is CC(C)(C)F.

XYZ file:
```
14
Properties=species:S:1:pos:R:3:nbo_charge:R:1
C 1.12204 0.59273 0.69645 -0.649
C 0.21255 -0.11125 -0.39036 0.352
C -0.25692 -1.52302 -0.03779 -0.656
C -0.99008 0.83730 -0.40651 -0.637
F 0.73804 0.03713 -1.69420 -0.371
H 0.62905 0.95718 1.58092 0.216
H 1.96108 0.03616 1.15049 0.212
H 1.50547 1.56670 0.14775 0.221
H 0.29748 -1.95365 0.83849 0.217
H -1.32023 -1.54256 0.27610 0.219
H -0.14538 -2.22100 -0.85615 0.236
H -1.45138 1.17866 0.46566 0.215
H -0.65008 1.81287 -0.73289 0.216
H -1.65164 0.33273 -1.03795 0.208
```

## Q
C4H9F | ωB97M-V with the def2-TZVPD basis set

As for the net charge: 0. As for the orbital gap: 12.314 eV. Its SMILES is CC(C)(C)F.

XYZ file:
```
14
Properties=species:S:1:pos:R:3:nbo_charge:R:1
C 0.13650 1.06831 0.91381 -0.637
C -0.24892 -0.23725 0.22816 0.343
C -1.01161 0.09247 -1.06126 -0.636
C 0.99816 -1.03392 -0.02733 -0.633
F -1.00058 -0.96336 1.10526 -0.366
H 0.77424 0.87030 1.76949 0.213
H 0.65982 1.76785 0.23887 0.211
H -0.76543 1.62171 1.23334 0.216
H -1.94599 0.62480 -0.82884 0.220
H -0.35551 0.73717 -1.67398 0.215
H -1.21219 -0.86246 -1.57994 0.215
H 1.65030 -0.50006 -0.69923 0.210
H 0.78199 -1.99662 -0.51658 0.214
H 1.53923 -1.18893 0.89823 0.216
```

Verdict on stability: Q comes out on top.

## P
C6H4O | ωB97M-V with the def2-TZVPD basis set

As for the net charge: 0. As for the orbital gap: 9.639 eV. Its SMILES is C#Cc1ccco1.

XYZ file:
```
11
Properties=species:S:1:pos:R:3:nbo_charge:R:1
C -0.61356 0.46971 2.91866 -0.181
C -0.36900 0.39577 1.74251 -0.062
C -0.08402 0.20580 0.36288 0.179
C 1.02644 -0.24592 -0.28611 -0.256
C 0.65056 -0.41213 -1.65234 -0.318
C -0.64980 -0.02900 -1.73003 0.105
O -1.11321 0.35095 -0.51896 -0.383
H -0.84277 0.49417 3.96200 0.237
H 1.98662 -0.44841 0.16598 0.236
H 1.26581 -0.79944 -2.45089 0.234
H -1.35863 0.04381 -2.54236 0.209
```

## Q
C6H4O | ωB97M-V with the def2-TZVPD basis set

As for the net charge: 0. As for the orbital gap: 9.993 eV. Its SMILES is C#CC(=O)C#CC.

XYZ file:
```
11
Properties=species:S:1:pos:R:3:nbo_charge:R:1
C 2.78120 -0.88566 0.76543 -0.135
C 2.11442 0.11417 0.68495 -0.114
C 1.22393 1.26700 0.56450 0.450
O 1.53842 2.38858 0.89736 -0.463
C -0.06769 0.87829 0.02875 -0.149
C -1.07488 0.33619 -0.35656 0.131
C -2.24779 -0.42143 -0.77579 -0.699
H 3.37255 -1.77250 0.83771 0.239
H -3.17292 0.14470 -0.64445 0.244
H -2.30644 -1.33458 -0.17547 0.247
H -2.16082 -0.71477 -1.82644 0.248
```

Verdict on stability: P comes out on top.

## P
C2H9N3O | ωB97M-V with the def2-TZVPD basis set

As for the net charge: 0. As for the orbital gap: 9.277 eV.

XYZ file:
```
15
Properties=species:S:1:pos:R:3:nbo_charge:R:1
C 0.57550 -0.74158 0.57930 -0.110
C -1.81736 -0.47707 -0.22285 -0.418
N -0.44703 0.03718 -0.26307 -0.324
N 1.67696 -0.69431 -0.33598 -0.409
N -0.45769 1.43785 0.15478 -0.684
O 2.37681 0.58459 -0.07618 -0.666
H 3.26458 0.30650 0.17352 0.472
H 0.71205 -0.26169 -1.11307 0.397
H 0.52573 1.70825 0.18288 0.382
H -0.88090 1.95833 -0.61155 0.347
H 0.21961 -1.77237 0.63501 0.200
H 0.73728 -0.27064 1.55300 0.209
H -2.23055 -0.41772 0.78710 0.195
H -1.80900 -1.51376 -0.55627 0.206
H -2.44598 0.11646 -0.88662 0.203
```

## Q
C2H9N3O | ωB97M-V with the def2-TZVPD basis set

As for the net charge: 0. As for the orbital gap: 7.260 eV.

XYZ file:
```
15
Properties=species:S:1:pos:R:3:nbo_charge:R:1
N 1.44758 -0.03129 0.84680 -0.649
C 1.03404 0.77993 1.73499 0.391
N -0.32813 0.99709 1.88216 -0.798
H 0.70853 -0.55909 0.24542 0.447
H 2.28820 -0.58195 0.98311 0.415
H 1.61951 1.13290 2.57790 0.195
H -0.58961 1.90082 1.49534 0.400
H -0.83681 0.32619 1.29744 0.410
N -0.60320 0.02850 -2.27511 -0.882
C -1.10109 -0.86375 -1.15935 0.117
O -0.20065 -1.59417 -0.46796 -0.907
H 0.13153 0.61256 -1.88396 0.318
H -0.18626 -0.51158 -3.02518 0.346
H -1.61826 -0.09492 -0.52983 0.062
H -1.76536 -1.54125 -1.72177 0.136
```

## R
C2H9N3O | ωB97M-V with the def2-TZVPD basis set

As for the net charge: 0. As for the orbital gap: 10.171 eV. Its SMILES is C[C@@H](O)N(N)N.

XYZ file:
```
15
Properties=species:S:1:pos:R:3:nbo_charge:R:1
C 0.43739 -1.47084 -0.47332 -0.665
C 0.60242 -0.44922 0.66311 0.245
O 1.92166 -0.01675 0.77181 -0.712
N -0.25163 0.73052 0.53588 -0.159
N 0.06304 1.43545 -0.65477 -0.703
N -1.60543 0.42463 0.74399 -0.671
H 1.10238 -2.30829 -0.28664 0.229
H -0.58602 -1.83545 -0.50956 0.203
H 0.70547 -1.02262 -1.42805 0.204
H 0.33369 -0.91061 1.61869 0.184
H 2.05380 0.64324 0.07680 0.480
H -0.17644 2.41440 -0.53089 0.362
H -0.43753 1.07373 -1.47226 0.327
H -2.06172 0.02820 -0.08310 0.320
H -2.10109 1.26359 1.02832 0.357
```

## S
C2H9N3O | ωB97M-V with the def2-TZVPD basis set

As for the net charge: 0. As for the orbital gap: 8.960 eV. Its SMILES is C=NCO.NN.

XYZ file:
```
15
Properties=species:S:1:pos:R:3:nbo_charge:R:1
C 2.10118 -0.85655 -0.22134 -0.035
N 1.38859 0.12868 -0.51596 -0.433
C 0.92111 1.05797 0.46702 0.050
O -0.01438 1.92530 -0.11068 -0.725
H 2.42804 -1.49992 -1.02524 0.175
H 2.41148 -1.12706 0.79050 0.148
H 0.43372 0.56388 1.31631 0.186
H 1.78047 1.64053 0.84617 0.160
H 0.21813 2.00711 -1.04572 0.482
N -1.55917 -1.19383 0.21773 -0.698
N -2.34945 -0.09876 -0.37616 -0.696
H -2.09902 -2.04258 0.04817 0.342
H -0.72928 -1.26650 -0.37283 0.344
H -1.78005 0.74452 -0.26791 0.366
H -3.15130 0.01723 0.24992 0.336
```

Verdict on stability: R comes out on top.